# 1
This record from the OMol25 dataset describes a 9-piece molecular cluster, C44H85N9 overall. The level of theory is ωB97M-V/def2-TZVPD.

Cartesian coordinates (Å):
N 4.5673 2.0769 -0.2725
C 3.4936 2.6252 0.2648
C 3.2481 3.9073 -0.2614
C 4.1650 4.0449 -1.2729
C 5.0232 2.9417 -1.2600
H 5.0643 1.2554 0.0409
H 3.1922 2.0978 1.1578
H 2.5524 4.6052 0.1804
H 4.1909 4.8702 -1.9690
H 5.9252 2.7822 -1.8321
N 4.4009 -2.2682 -4.2767
C 4.7221 -0.9888 -3.9529
C 3.5860 -0.2822 -4.0195
C 2.5587 -1.0508 -4.5437
C 3.0974 -2.3342 -4.6561
H 5.0383 -3.0437 -4.1653
H 5.6778 -0.7547 -3.5078
H 3.5156 0.7378 -3.6718
H 1.5654 -0.7607 -4.8529
H 2.5937 -3.2553 -4.9095
N -2.4864 0.2003 5.3054
C -1.8938 -1.0151 5.1954
C -2.2899 -1.9228 6.1313
C -2.9725 -1.1672 7.0425
C -3.1613 0.1200 6.4838
H -2.2267 1.0143 4.7668
H -1.2618 -1.2445 4.3502
H -2.0195 -2.9634 6.0289
H -3.2944 -1.4860 8.0229
H -3.6855 0.9786 6.8768
N -2.4207 -1.5488 0.3735
C -3.7078 -1.3099 -0.0034
C -4.5946 -1.5639 1.0597
C -3.8194 -1.8886 2.1814
C -2.4610 -1.8518 1.7404
H -1.5736 -1.3970 -0.1552
H -3.9055 -1.1779 -1.0569
H -5.6668 -1.4389 1.0260
H -4.2413 -2.0270 3.1659
H -1.5000 -2.0342 2.1982
N 3.8123 3.8674 4.8358
C 3.6569 5.0293 5.5895
C 2.4586 5.6063 5.2304
C 1.8207 4.7836 4.2857
C 2.6962 3.7361 4.1310
H 4.5908 3.2242 4.8189
H 4.4616 5.3595 6.2297
H 2.1267 6.5280 5.6850
H 0.8217 4.9364 3.9047
H 2.4252 2.8956 3.5093
C -4.0295 2.1828 3.1208
C -2.9058 2.5033 2.2219
N -2.2082 3.7189 2.5749
C -0.8284 3.6557 1.9227
C -0.9153 3.5778 0.3916
C -2.9164 4.8555 2.1710
C -2.4636 6.1372 2.9199
H -4.6405 3.0460 3.3848
H -3.7784 1.8205 4.1177
H -4.7825 1.4985 2.7299
H -2.1781 1.7047 2.3658
H -3.2979 2.6951 1.2232
H -0.4641 2.7673 2.4388
H -0.1856 4.4957 2.1857
H -1.3324 4.4762 -0.0633
H -1.4806 2.7177 0.0327
H 0.1161 3.5455 0.0404
H -2.9209 4.9571 1.0857
H -3.9836 4.7261 2.3508
H -2.9322 7.0254 2.4961
H -2.7225 6.0075 3.9707
H -1.3985 6.3642 2.8738
C 0.4297 0.2995 1.8429
C 1.1923 -0.9740 1.2021
N 0.6302 -1.4148 -0.0418
C 0.8335 -0.5602 -1.2046
C -0.0683 -0.6821 -2.4440
C 1.2307 -2.6915 -0.3294
C 0.3595 -3.8133 0.0529
H -0.5295 -0.0416 2.2325
H 0.2700 1.0947 1.1146
H 0.9243 0.8383 2.6511
H 2.2499 -0.7564 1.0530
H 1.1079 -1.7867 1.9235
H 0.9958 0.4966 -0.9926
H 1.8511 -0.7777 -1.5290
H -0.9998 -0.1611 -2.2226
H 0.2933 -0.0024 -3.2156
H -0.0504 -1.7030 -2.8255
H 2.1902 -2.8577 0.1602
H 1.3584 -2.9779 -1.3733
H 0.0694 -3.6205 1.0858
H 0.9749 -4.7129 0.0653
H -0.5643 -3.8078 -0.5256
C -0.9089 -6.9861 1.3468
C -1.0938 -7.6556 -0.0688
N -0.4821 -8.9863 -0.0495
C 0.6810 -8.9687 -0.9344
C 1.5115 -10.2025 -0.5620
C -1.4876 -9.9858 -0.3927
C -2.5162 -10.4569 0.6211
H 0.1781 -7.0042 1.4246
H -1.4220 -7.4301 2.1999
H -1.1950 -5.9403 1.2350
H -2.1506 -7.5911 -0.3276
H -0.6851 -7.0071 -0.8437
H 0.4605 -8.9686 -2.0019
H 1.1097 -7.9668 -0.9144
H 1.1004 -11.1223 -0.9780
H 2.5181 -10.1084 -0.9695
H 1.6989 -10.4048 0.4925
H -0.8719 -10.8339 -0.6921
H -2.1012 -9.6675 -1.2355
H -3.1191 -9.5557 0.7325
H -2.0392 -10.8062 1.5368
H -3.1509 -11.2882 0.3141
C 1.5656 3.1343 -4.8623
C 0.3792 3.8117 -4.0522
N -0.1312 5.0415 -4.6842
C -0.6090 4.7680 -6.1141
C -1.4102 3.5176 -6.2053
C 0.8925 6.1241 -4.7311
C 0.0740 7.4555 -5.0916
H 1.6426 2.1130 -4.4893
H 2.4241 3.7240 -4.5409
H 1.5473 3.0929 -5.9514
H -0.4684 3.1799 -3.7866
H 0.7355 4.1417 -3.0764
H -1.2188 5.6273 -6.3930
H 0.2674 4.7724 -6.7622
H -1.0018 2.5622 -5.8760
H -2.3133 3.5802 -5.5982
H -1.6017 3.3951 -7.2714
H 1.6934 5.9748 -5.4552
H 1.4538 6.2473 -3.8049
H 0.8325 8.2382 -5.0772
H -0.7664 7.6955 -4.4403
H -0.3877 7.4255 -6.0785

Output
Kohn-Sham gap (alpha / beta): 6.958 / 2.942 eV
highest occupied orbital energy (alpha / beta): -9.8 / -9.8 eV
LUMO level (alpha / beta): -2.82 / -6.84 eV
calculated total energy: -2219.78493 Ha
net charge: +1
multiplicity: 2
relative energy (zero: lowest compared OMol25 entry of this formula, charge and spin): 55.6 kcal/mol
<S²>: 0.763

These are the Mulliken partial charges, in e, on atoms 1 to 4:
1 N 0.038
2 C -0.295
3 C -0.468
4 C -0.442


# 2
This record from the OMol25 dataset describes a 4-piece molecular cluster, C44H87BN3O4Si2 overall. The level of theory is ωB97M-V/def2-TZVPD.

Cartesian coordinates (Å):
C 6.9604 -1.2204 2.1483
B 6.0352 -1.6459 0.8858
O 6.4449 -2.7689 0.0941
Si 4.3613 -0.6663 0.4719
C 3.8596 0.3071 2.0371
C 3.4559 1.8453 1.7480
C 1.9449 1.9973 2.1533
C 1.4186 3.4747 2.2331
C -0.1689 3.3921 2.4065
C -0.6089 2.5613 3.6990
C -1.5192 1.3103 3.3743
C -0.7574 -0.0737 3.3243
Si -1.7104 -1.3808 2.2648
C -1.2467 -3.1206 2.9259
C -3.5563 -0.9632 2.4464
C -1.0391 -1.2874 0.4900
C -0.6647 -0.0148 -0.1156
C -0.1117 0.0439 -1.4559
C 0.0698 -1.1794 -2.2022
C -0.3235 -2.4897 -1.6724
C -0.8751 -2.5111 -0.3175
H 6.8124 -0.1331 2.4053
H 8.0443 -1.3631 1.9131
H 6.6279 -1.7853 3.0663
H 5.7638 -3.4449 0.2872
H 4.4319 0.1381 -0.7547
H 3.3200 -1.7026 0.2328
H 4.6118 0.2970 2.8621
H 2.9445 -0.2109 2.4500
H 4.0998 2.4546 2.4373
H 3.6470 2.1079 0.6783
H 1.2956 1.4425 1.4296
H 1.8330 1.4838 3.1491
H 1.8827 4.0718 3.0652
H 1.5952 3.9904 1.2517
H -0.5772 4.4411 2.4363
H -0.6050 2.9185 1.4895
H -1.2586 3.2740 4.2881
H 0.2670 2.3370 4.3568
H -2.2608 1.2327 4.2195
H -2.1205 1.5313 2.4568
H -0.6725 -0.4336 4.3917
H 0.2850 -0.0257 2.9215
H -1.7427 -3.8842 2.2663
H -0.1392 -3.2719 2.7656
H -1.4747 -3.2578 4.0094
H -3.7914 -0.6671 3.5082
H -3.7562 -0.0307 1.8437
H -4.1850 -1.8180 2.0967
H -0.8095 0.9169 0.4709
H 0.1825 1.0195 -1.9101
H 0.5194 -1.1757 -3.2199
H -0.1589 -3.3933 -2.2934
H -1.1646 -3.5207 0.0646
C 4.0432 3.9514 -6.2544
C 3.2789 2.7638 -5.6136
C 2.5511 1.9512 -6.7015
C 1.2726 2.6051 -7.2198
C 0.3613 3.0026 -6.0633
C 1.0734 3.8855 -5.0290
N 2.3570 3.2857 -4.5597
O 2.0635 2.2882 -3.7405
C 1.3228 5.2836 -5.6369
C 0.1061 4.1617 -3.8632
C 4.3887 1.8661 -5.0304
H 4.1074 4.8012 -5.5714
H 5.0734 3.6857 -6.4987
H 3.5906 4.2910 -7.1871
H 2.2882 0.9629 -6.3081
H 3.2264 1.7735 -7.5437
H 1.5107 3.4733 -7.8409
H 0.7457 1.9030 -7.8720
H -0.5176 3.5199 -6.4582
H -0.0144 2.0916 -5.5841
H 1.8820 5.9187 -4.9451
H 0.3730 5.7833 -5.8456
H 1.8559 5.2631 -6.5838
H -0.2625 3.2476 -3.3961
H -0.7710 4.7103 -4.2127
H 0.5867 4.7700 -3.0913
H 4.9354 2.3745 -4.2337
H 5.1052 1.5951 -5.8094
H 3.9998 0.9248 -4.6373
C -3.0980 2.6722 8.9192
C -3.0925 1.1381 8.6913
C -3.0723 0.4005 10.0428
C -1.7102 0.3888 10.7292
C -0.6255 -0.0929 9.7728
C -0.5936 0.7090 8.4636
N -1.9403 0.7780 7.8104
O -2.2020 -0.4148 7.2669
C -0.0554 2.1287 8.7480
C 0.4699 0.0995 7.5349
C -4.4526 0.8461 8.0263
H -2.5970 3.1995 8.1043
H -4.1128 3.0728 8.9554
H -2.6264 2.9612 9.8595
H -3.3853 -0.6394 9.8980
H -3.8068 0.8478 10.7191
H -1.4686 1.3820 11.1186
H -1.7489 -0.2746 11.5977
H 0.3459 -0.0355 10.2720
H -0.7931 -1.1541 9.5587
H -0.0761 2.7448 7.8451
H 0.9824 2.0813 9.0887
H -0.5955 2.6559 9.5301
H 0.2913 -0.9571 7.3309
H 1.4633 0.1628 7.9838
H 0.5112 0.6282 6.5773
H -4.5288 1.3244 7.0476
H -5.2675 1.2231 8.6488
H -4.6357 -0.2232 7.9044
C -1.6062 -2.3310 -5.4925
C -2.8053 -3.0920 -6.1135
C -3.4702 -3.9900 -5.0532
C -2.7014 -5.2740 -4.7511
C -2.3664 -6.0199 -6.0389
C -1.6258 -5.1382 -7.0539
N -2.3364 -3.8519 -7.3113
O -3.3899 -4.1145 -8.0708
C -0.1919 -4.8692 -6.5453
C -1.4089 -5.9453 -8.3470
C -3.8131 -1.9837 -6.4776
H -0.8289 -2.1337 -6.2345
H -1.9000 -1.3543 -5.1030
H -1.1570 -2.8651 -4.6541
H -4.4756 -4.2700 -5.3866
H -3.6035 -3.4282 -4.1238
H -1.7922 -5.0520 -4.1846
H -3.3087 -5.9164 -4.1072
H -1.7667 -6.9026 -5.7990
H -3.2966 -6.3970 -6.4776
H 0.3434 -4.1942 -7.2180
H 0.3764 -5.8021 -6.4966
H -0.1516 -4.4504 -5.5430
H -2.3414 -6.3166 -8.7729
H -0.7824 -6.8189 -8.1547
H -0.9037 -5.3407 -9.1059
H -3.4133 -1.3175 -7.2447
H -4.0471 -1.3804 -5.5972
H -4.7651 -2.3855 -6.8299

Output
Kohn-Sham gap (alpha / beta): 9.228 / 8.751 eV
highest occupied orbital energy (alpha / beta): -8.7 / -8.8 eV
LUMO level (alpha / beta): 0.52 / -0.08 eV
calculated total energy: -2797.55575 Ha
multiplicity: 4
<S²>: 3.763

These are the Mulliken partial charges, in e, on atoms 1 to 4:
1 C -0.896
2 B 0.719
3 O -0.536
4 Si 0.000